No. 1
14
Properties=species:S:1:pos:R:3 method="wB97M-V/def2-TZVPD" e_tot_ha=-307.58714 total_charge=0 smiles="C=CO.C=CO" homo_ev=-8.3 relative_energy_kcal_mol=78.6
C 0.87 1.98 -1.21
C 0.24 2.11 -0.03
O -0.64 1.25 0.53
H 1.94 2.12 -1.25
H 0.38 1.56 -2.09
H 0.54 2.86 0.69
H -1.02 0.69 -0.16
C -1.20 -1.78 -0.04
C 0.03 -1.89 0.45
O 0.48 -1.13 1.51
H -1.39 -2.26 -0.98
H -1.97 -1.29 0.54
H 0.80 -2.46 -0.05
H 0.94 -1.76 2.08

***

No. 2
18
Properties=species:S:1:pos:R:3 method="wB97M-V/def2-TZVPD" e_tot_ha=-471.35601 total_charge=0 homo_ev="-8.5 / -8.5" relative_energy_kcal_mol=88.8
C 1.10 0.41 -1.87
C -1.63 0.57 -0.40
C 0.48 -1.67 0.68
C -0.27 0.68 0.02
C 0.31 -0.21 1.04
O -0.33 -0.12 2.29
F 0.07 1.98 0.29
F 1.52 0.29 1.32
H 0.88 1.33 -2.49
H 0.84 -0.57 -2.31
H 1.88 0.60 -1.24
H -2.07 -0.44 -0.43
H -1.66 1.02 -1.50
H -2.27 1.39 0.15
H 0.89 -1.63 -0.32
H -0.50 -2.19 0.72
H 1.09 -2.13 1.42
H -0.32 0.70 2.63